DFT (ωB97M-V with the def2-TZVPD basis set) results for a structure of composition C5H10N2.

Values from the calculation:
ΔE to the lowest compared entry with this formula, charge and spin	242.2	kJ/mol
total charge	0

Cartesian coordinates (Å):
C (1.334, -1.054, -0.957)
C (-0.840, 0.254, 0.160)
N (-1.264, 1.500, -0.416)
N (-1.722, -0.747, -0.207)
C (-0.209, 0.163, 1.474)
C (1.105, 0.373, 1.190)
C (1.163, 0.279, -0.258)
H (-0.551, 2.210, -0.309)
H (-2.110, 1.826, 0.048)
H (-2.241, -0.599, -1.060)
H (-1.702, -1.623, 0.289)
H (-0.704, -0.116, 2.402)
H (1.906, 0.660, 1.868)
H (1.685, 1.080, -0.792)
H (0.878, -1.047, -1.954)
H (0.875, -1.864, -0.387)
H (2.396, -1.295, -1.090)

Here are the Löwdin charges for atoms 1 to 8, given in e:
1. C -0.123
2. C -0.502
3. N 0.061
4. N 0.122
5. C -0.067
6. C -0.104
7. C -0.218
8. H 0.076



DFT (ωB97M-V with the def2-TZVPD basis set) results for an isolated molecule of C5H10N2.

Values from the calculation:
ΔE to the lowest compared entry with this formula, charge and spin	172.5	kJ/mol
total charge	0
SMILES	C=N/C=C/CCN

Cartesian coordinates (Å):
C (0.989, 1.537, 3.095)
N (0.116, 1.102, 2.292)
C (0.609, 0.741, 0.984)
C (0.273, -0.430, 0.479)
C (0.445, -0.960, -0.919)
C (-0.939, -1.099, -1.588)
N (-1.342, 0.134, -2.231)
H (1.991, 1.832, 2.767)
H (0.791, 1.685, 4.151)
H (1.189, 1.510, 0.481)
H (-0.247, -1.126, 1.124)
H (1.074, -0.353, -1.572)
H (0.889, -1.955, -0.793)
H (-0.929, -2.018, -2.197)
H (-1.711, -1.277, -0.833)
H (-2.323, 0.319, -2.146)
H (-0.875, 0.356, -3.094)

Here are the Löwdin charges for atoms 1 to 8, given in e:
1. C -0.068
2. N -0.020
3. C -0.174
4. C -0.128
5. C -0.201
6. C -0.305
7. N 0.000
8. H 0.072



DFT (ωB97M-V with the def2-TZVPD basis set) results for an isolated molecule of C5H10N2.

Values from the calculation:
ΔE to the lowest compared entry with this formula, charge and spin	140.9	kJ/mol
total charge	0
SMILES	C=NC(N)=C(C)C

Cartesian coordinates (Å):
C (-1.917, -0.926, 1.598)
N (-1.398, -0.171, 0.731)
C (-0.039, 0.070, 0.624)
N (0.766, -0.172, 1.751)
C (0.399, 0.279, -0.633)
C (1.816, 0.565, -1.011)
C (-0.786, 0.181, -1.747)
H (-1.359, -1.465, 2.374)
H (-2.992, -1.043, 1.584)
H (0.326, 0.147, 2.605)
H (1.706, 0.182, 1.654)
H (2.433, 0.889, -0.171)
H (2.278, -0.333, -1.425)
H (1.840, 1.331, -1.790)
H (-0.518, -0.661, -2.390)
H (-0.744, 1.103, -2.317)
H (-1.812, 0.023, -1.437)

Here are the Löwdin charges for atoms 1 to 8, given in e:
1. C -0.030
2. N -0.005
3. C -0.411
4. N 0.103
5. C -0.227
6. C -0.067
7. C -0.039
8. H 0.072



DFT (ωB97M-V with the def2-TZVPD basis set) results for a cluster of 2 separate species, C5H10N2O in total.

Values from the calculation:
ΔE to the lowest compared entry with this formula, charge and spin	252.3	kJ/mol
total charge	0
SMILES	[H]/N=C(\N)CO.C#CC

Cartesian coordinates (Å):
H (1.650, 2.609, 1.110)
N (1.434, 2.250, 0.179)
C (1.409, 0.990, 0.108)
N (1.621, 0.089, 1.110)
C (1.277, 0.333, -1.282)
O (0.734, -0.951, -1.230)
H (1.719, -0.883, 0.870)
H (1.959, 0.401, 2.006)
H (0.699, 1.009, -1.921)
H (2.292, 0.237, -1.685)
H (-0.178, -0.864, -0.828)
C (-1.480, 0.815, 0.467)
C (-1.827, -0.305, 0.201)
C (-2.408, -1.629, 0.078)
H (-1.228, 1.818, 0.684)
H (-2.657, -1.827, -0.965)
H (-3.321, -1.700, 0.676)
H (-1.697, -2.390, 0.423)

Here are the Löwdin charges for atoms 1 to 8, given in e:
1. H 0.043
2. N 0.101
3. C -0.553
4. N 0.134
5. C -0.217
6. O -0.095
7. H 0.093
8. H 0.100



Number 1: F_max 0.03655 Eh/bohr. Number 2: F_max 0.02382 Eh/bohr. Number 3: F_max 0.05428 Eh/bohr. Number 4: F_max 0.03081 Eh/bohr.